# 1
Density functional theory data (ωB97M-V/def2-TZVPD) for a molecular structure, C37H40Br2MnN4OP2S2.

Positions of all 89 atoms, in Å:
Mn (-0.970, 0.613, 0.123)
C (-1.087, 4.102, 0.900)
P (-1.249, 2.410, 1.568)
C (-0.169, 2.485, 3.041)
C (-2.905, 2.400, 2.329)
C (-3.495, 3.489, 2.968)
C (-4.763, 3.373, 3.512)
C (-5.444, 2.163, 3.428)
C (-4.859, 1.078, 2.797)
C (-3.588, 1.189, 2.236)
P (-2.750, -0.200, 1.370)
C (-2.402, -1.277, 2.814)
C (-4.171, -1.040, 0.576)
H (-1.185, 4.858, 1.679)
H (-1.844, 4.264, 0.133)
H (-0.103, 4.207, 0.441)
H (-0.540, 3.220, 3.756)
H (0.847, 2.755, 2.745)
H (-0.131, 1.500, 3.504)
H (-2.969, 4.433, 3.038)
H (-5.223, 4.222, 4.000)
H (-6.436, 2.071, 3.852)
H (-5.401, 0.142, 2.733)
H (-3.276, -1.373, 3.461)
H (-1.578, -0.845, 3.386)
H (-2.101, -2.256, 2.449)
H (-4.771, -1.600, 1.295)
H (-3.795, -1.728, -0.178)
H (-4.793, -0.295, 0.079)
Br (2.839, -0.476, 3.390)
C (2.847, 0.661, 1.877)
C (4.005, 1.384, 1.561)
C (4.041, 2.202, 0.467)
Br (5.643, 3.139, 0.070)
C (2.900, 2.359, -0.357)
C (2.818, 3.186, -1.501)
C (1.649, 3.252, -2.205)
C (0.535, 2.508, -1.776)
N (0.579, 1.740, -0.714)
C (1.740, 1.638, -0.010)
C (1.688, 0.733, 1.114)
O (0.611, 0.069, 1.341)
H (4.879, 1.279, 2.188)
H (3.684, 3.756, -1.808)
H (1.565, 3.874, -3.086)
H (-0.411, 2.544, -2.303)
C (4.294, -4.203, -0.610)
C (4.153, -2.764, -1.121)
C (4.371, -1.808, 0.049)
C (5.254, -2.491, -2.158)
C (2.783, -2.568, -1.775)
C (2.489, -3.283, -2.950)
C (1.319, -3.083, -3.651)
C (0.406, -2.159, -3.158)
S (-1.078, -1.621, -3.864)
C (-1.299, -0.546, -2.519)
N (-0.387, -0.611, -1.591)
C (0.630, -1.490, -1.952)
C (1.836, -1.691, -1.273)
C (-2.403, 0.396, -2.408)
C (-3.331, 0.567, -3.436)
C (-4.345, 1.494, -3.294)
C (-4.419, 2.233, -2.116)
C (-3.494, 2.037, -1.100)
C (-2.437, 1.115, -1.194)
H (5.293, -4.364, -0.200)
H (4.131, -4.934, -1.403)
H (3.579, -4.403, 0.194)
H (5.358, -1.975, 0.483)
H (3.636, -1.952, 0.843)
H (4.317, -0.767, -0.275)
H (6.237, -2.587, -1.692)
H (5.161, -1.478, -2.555)
H (5.211, -3.188, -2.995)
H (3.212, -3.985, -3.345)
H (1.132, -3.612, -4.576)
H (2.014, -1.132, -0.369)
H (-3.259, -0.019, -4.347)
H (-5.071, 1.640, -4.084)
H (-5.210, 2.963, -1.991)
H (-3.616, 2.628, -0.197)
N (0.519, -4.853, -0.007)
C (-0.057, -3.732, 0.482)
N (0.643, -3.047, 1.407)
S (-1.583, -3.261, -0.008)
H (1.513, -4.996, 0.064)
H (0.031, -5.312, -0.755)
H (1.602, -3.295, 1.594)
H (0.403, -2.074, 1.570)

Computed properties:
2S+1: 2
Orbital gap (alpha / beta) in eV: 7.409 / 7.044
Energy relative to the best compared isomer or geometry (same formula, charge and spin) in kcal/mol: 0.0
E_HOMO (alpha / beta) in Eh: -0.2717 / -0.2584

=====

# 2
Density functional theory data (ωB97M-V/def2-TZVPD) for a molecular structure, C37H40F5N3O3ReS3Si.

Positions of all 93 atoms, in Å:
Re (-0.481, -1.718, 0.061)
C (-0.446, -1.482, 4.410)
C (-0.854, -1.466, 3.079)
N (0.014, -1.517, 2.070)
C (1.349, -1.549, 2.357)
C (1.836, -1.558, 3.665)
C (0.894, -1.544, 4.709)
C (3.255, -1.528, 3.874)
C (4.109, -1.427, 2.831)
C (3.623, -1.363, 1.484)
C (4.441, -1.140, 0.361)
C (3.863, -1.007, -0.877)
C (2.481, -1.153, -1.010)
N (1.695, -1.415, 0.023)
C (2.250, -1.476, 1.257)
H (-1.195, -1.439, 5.187)
H (-1.902, -1.399, 2.814)
H (1.231, -1.556, 5.738)
H (3.626, -1.560, 4.890)
H (5.177, -1.374, 2.997)
H (5.513, -1.045, 0.485)
H (4.458, -0.796, -1.755)
H (2.001, -1.062, -1.977)
F (-4.373, -0.845, -5.131)
C (-4.029, -1.156, -3.897)
C (-2.727, -1.554, -3.622)
F (-1.815, -1.626, -4.580)
C (-2.416, -1.864, -2.321)
F (-1.111, -2.270, -2.039)
C (-3.300, -1.779, -1.263)
S (-2.778, -2.153, 0.369)
C (-4.596, -1.386, -1.569)
F (-5.494, -1.273, -0.601)
C (-4.961, -1.078, -2.871)
F (-6.193, -0.686, -3.137)
C (1.603, 4.162, 2.323)
C (1.239, 2.728, 1.971)
C (2.325, 2.097, 1.110)
C (0.975, 1.908, 3.223)
O (-0.021, 2.771, 1.264)
Si (-0.511, 2.564, -0.246)
S (-0.753, 0.359, -0.692)
O (0.576, 3.050, -1.313)
C (0.637, 3.138, -2.765)
C (1.527, 1.993, -3.231)
C (1.267, 4.486, -3.070)
C (-0.749, 3.032, -3.381)
O (-1.977, 3.128, -0.507)
C (-3.302, 2.914, 0.058)
C (-4.066, 2.068, -0.952)
C (-3.917, 4.294, 0.210)
C (-3.203, 2.209, 1.402)
H (2.522, 4.188, 2.910)
H (0.807, 4.624, 2.905)
H (1.754, 4.746, 1.415)
H (3.245, 2.001, 1.689)
H (2.523, 2.708, 0.232)
H (2.014, 1.104, 0.775)
H (1.883, 1.810, 3.820)
H (0.617, 0.914, 2.946)
H (0.208, 2.387, 3.831)
H (2.497, 2.045, -2.733)
H (1.685, 2.046, -4.308)
H (1.049, 1.039, -2.999)
H (2.248, 4.564, -2.600)
H (0.636, 5.291, -2.694)
H (1.387, 4.614, -4.146)
H (-1.214, 2.072, -3.143)
H (-0.671, 3.109, -4.466)
H (-1.396, 3.831, -3.021)
H (-4.082, 2.561, -1.924)
H (-5.093, 1.907, -0.622)
H (-3.573, 1.097, -1.052)
H (-3.948, 4.804, -0.752)
H (-3.332, 4.895, 0.906)
H (-4.935, 4.212, 0.592)
H (-2.750, 1.219, 1.289)
H (-4.202, 2.072, 1.817)
H (-2.612, 2.798, 2.103)
S (-0.183, -6.087, 1.700)
C (-0.731, -4.521, 1.354)
N (-0.112, -3.886, 0.390)
C (0.864, -4.699, -0.189)
C (1.620, -4.416, -1.327)
C (2.521, -5.358, -1.772)
C (2.675, -6.585, -1.112)
C (1.900, -6.901, -0.018)
C (0.987, -5.948, 0.427)
H (-1.546, -4.090, 1.916)
H (1.465, -3.501, -1.880)
H (3.105, -5.158, -2.660)
H (3.389, -7.305, -1.488)
H (1.983, -7.863, 0.470)

Computed properties:
2S+1: 4
Orbital gap (alpha / beta) in eV: 6.905 / 6.323
Net charge: +2
Energy relative to the best compared isomer or geometry (same formula, charge and spin) in kcal/mol: 20.2
E_HOMO (alpha / beta) in Eh: -0.4924 / -0.5049